{
  "formula": "C7H10",
  "method": "ωB97M-V with the def2-TZVPD basis set",
  "elements": ["C", "C", "C", "C", "C", "C", "C", "H", "H", "H", "H", "H", "H", "H", "H", "H", "H"],
  "positions_angstrom": [[-1.3697, -1.5721, 1.3801], [-1.7054, -1.3164, 0.0195], [-1.1885, -0.1952, 0.9679], [0.2538, 0.0092, 0.8080], [0.0835, 0.8786, -1.4312], [0.8084, 0.6187, -0.3382], [2.2837, 0.9521, -0.3308], [0.5662, 1.1886, -2.3536], [-2.7186, -1.2085, -0.3894], [-1.0551, -1.4528, -0.8358], [-1.8274, 0.6496, 1.2195], [-2.0492, -1.7569, 2.2080], [0.8306, -0.4416, 1.5993], [-0.9278, 0.5317, -1.5933], [2.7869, 0.6399, -1.2478], [2.4798, 2.0120, -0.2074], [2.7488, 0.4630, 0.5251]],
  "forces_ev_per_a": [[0.1, 0.9, 0.5], [-1.0, 0.4, -1.4], [1.2, 0.8, 0.5], [-1.4, -0.6, 0.6], [-0.4, -0.7, -1.3], [1.0, 0.1, 0.0], [0.2, -0.3, 0.3], [0.1, 0.5, 0.2], [-0.2, -0.5, 0.5], [0.4, -0.2, 0.2], [-0.2, -0.1, -0.3], [0.1, -0.8, -0.3], [0.5, 0.3, -0.1], [-0.1, 0.2, 0.4], [-0.1, -0.1, 0.1], [-0.2, 0.2, 0.0], [0.2, -0.1, -0.1]],
  "de_lowest_kj_mol": 546.51,
  "homo_lumo_gap_ev": 6.16,
  "e_lumo_ha": -0.0401,
  "total_charge": 0
}